# 1
Formula: C61H71MnN2O2Sb
Source: the Open Molecules 2025 dataset
Level of theory: ωB97M-V/def2-TZVPD

Structure (XYZ):
```
138
Properties=species:S:1:pos:R:3:mulliken_charge:R:1
Mn 0.135 0.071 -0.420 0.55
C -3.484 6.617 0.332 -1.76
C -3.759 5.318 1.101 2.15
C -5.269 5.033 1.092 -1.63
C -3.321 5.512 2.552 -2.16
C -3.022 4.156 0.434 -0.22
C -2.063 3.421 1.081 -0.94
C -1.449 2.333 0.422 0.30
N -0.515 1.464 0.910 -0.39
C 0.033 1.303 2.144 0.33
C -0.412 1.856 3.364 -0.55
C 0.292 1.630 4.515 0.27
C 1.468 0.838 4.436 -0.06
C 1.912 0.209 3.288 0.02
C 1.138 0.401 2.120 0.86
O 1.402 -0.229 0.991 -1.14
C 3.200 -0.631 3.246 2.41
C 4.162 0.001 2.227 -1.59
C 2.912 -2.086 2.843 -1.34
C 3.894 -0.656 4.605 -2.25
C -0.179 2.176 5.862 2.17
C 0.963 2.941 6.546 -1.89
C -1.368 3.124 5.704 -2.23
C -0.615 1.010 6.760 -1.59
C -1.761 2.038 -0.927 -0.36
O -1.103 1.039 -1.515 0.16
C -2.734 2.789 -1.610 -0.32
C -3.337 3.812 -0.901 -0.37
C -3.091 2.471 -3.065 2.36
C -3.646 1.041 -3.153 -1.30
C -4.145 3.431 -3.616 -2.40
C -1.838 2.586 -3.947 -1.40
H -4.033 7.449 0.782 0.47
H -3.791 6.540 -0.714 0.31
H -2.419 6.859 0.352 0.38
H -5.810 5.852 1.573 0.48
H -5.490 4.110 1.635 0.26
H -5.657 4.926 0.077 0.32
H -3.898 6.324 2.999 0.52
H -2.263 5.778 2.625 0.39
H -3.493 4.612 3.150 0.39
H -1.753 3.688 2.077 1.01
H -1.336 2.406 3.386 -0.04
H 2.029 0.679 5.349 0.34
H 3.737 -0.024 1.224 0.15
H 5.107 -0.550 2.216 0.47
H 4.374 1.041 2.491 0.34
H 2.412 -2.144 1.878 0.05
H 2.288 -2.578 3.592 0.07
H 3.857 -2.634 2.780 0.62
H 4.173 0.346 4.945 0.37
H 4.809 -1.246 4.521 0.47
H 3.268 -1.124 5.370 0.32
H 1.298 3.775 5.924 0.41
H 1.825 2.302 6.746 0.29
H 0.621 3.342 7.503 0.47
H -1.126 3.965 5.049 0.52
H -1.642 3.528 6.681 0.49
H -2.246 2.612 5.302 0.36
H 0.195 0.290 6.892 0.17
H -1.469 0.482 6.324 0.17
H -0.905 1.376 7.749 0.57
H -4.089 4.403 -1.405 0.52
H -4.560 0.949 -2.559 0.28
H -2.924 0.308 -2.793 0.01
H -3.890 0.802 -4.193 0.47
H -5.084 3.371 -3.060 0.40
H -4.357 3.165 -4.653 0.45
H -3.800 4.469 -3.603 0.42
H -1.099 1.831 -3.677 -0.01
H -1.385 3.576 -3.851 0.32
H -2.112 2.435 -4.995 0.49
N 1.750 0.720 -1.942 -0.12
C 2.354 -0.240 -2.826 0.85
C 3.688 -0.057 -3.168 -0.86
C 4.347 -0.951 -3.993 -0.58
C 3.657 -2.047 -4.485 -0.79
C 2.330 -2.233 -4.132 -1.10
C 1.642 -1.341 -3.302 0.04
C 0.225 -1.663 -2.935 0.34
C -0.591 -2.254 -3.902 -0.35
C -1.848 -2.752 -3.583 -1.26
C -2.296 -2.678 -2.271 -0.62
C -1.501 -2.041 -1.325 0.14
C -0.250 -1.511 -1.631 1.31
H 2.475 1.299 -1.534 0.30
H 1.095 1.327 -2.431 0.16
H 4.218 0.802 -2.770 0.38
H 5.386 -0.788 -4.247 0.39
H 4.150 -2.764 -5.127 0.41
H 1.810 -3.118 -4.476 0.53
H -0.237 -2.316 -4.924 0.65
H -2.466 -3.196 -4.353 0.41
H -3.259 -3.084 -1.985 0.53
H -1.901 -1.959 -0.318 -0.10
C 0.351 -4.704 0.406 -1.15
C -1.133 -4.955 0.538 0.73
C -1.728 -5.979 -0.192 -0.90
C -3.092 -6.231 -0.104 -0.83
C -3.888 -5.449 0.719 -0.94
C -3.307 -4.422 1.456 -0.90
C -1.938 -4.175 1.382 1.62
Sb -1.045 -2.537 2.432 -0.15
C -0.544 -3.344 4.355 0.85
C -0.220 -2.324 5.253 0.39
C 0.330 -2.594 6.498 -0.70
C 0.584 -3.910 6.854 -1.15
C 0.256 -4.930 5.973 -0.75
C -0.312 -4.677 4.722 0.85
C -0.664 -5.856 3.846 -1.27
C -2.871 -1.518 2.935 0.26
C -3.092 -0.382 2.150 0.32
C -4.152 0.485 2.382 -0.88
C -5.013 0.220 3.437 -0.96
C -4.815 -0.911 4.218 -0.80
C -3.759 -1.795 3.987 1.18
C -3.638 -3.014 4.873 -1.38
H 0.818 -5.458 -0.229 0.59
H 0.858 -4.729 1.376 0.15
H 0.545 -3.724 -0.036 -0.06
H -1.113 -6.587 -0.847 0.42
H -3.531 -7.035 -0.683 0.37
H -4.953 -5.632 0.788 0.42
H -3.934 -3.798 2.082 0.25
H -0.403 -1.289 4.976 -0.35
H 0.569 -1.786 7.178 0.46
H 1.031 -4.144 7.813 0.35
H 0.438 -5.960 6.261 0.34
H -0.654 -6.775 4.433 0.48
H 0.049 -5.981 3.026 0.15
H -1.650 -5.748 3.394 0.23
H -2.415 -0.148 1.336 -0.38
H -4.290 1.355 1.749 0.64
H -5.842 0.886 3.648 0.41
H -5.505 -1.125 5.029 0.43
H -4.613 -3.281 5.281 0.54
H -2.961 -2.835 5.712 0.22
H -3.245 -3.874 4.329 0.09
```

Values from the calculation:
Charge ... 0
⟨S²⟩ ... 8.867
Strongest force on any atom ... 0.5 eV/Å
Multiplicity ... 6
Kohn-Sham gap (alpha / beta) ... 6.91 / 5.74 eV

---

# 2
Formula: C26H24CrN5O3S2
Source: the Open Molecules 2025 dataset
Level of theory: ωB97M-V/def2-TZVPD

Structure (XYZ):
```
61
Properties=species:S:1:pos:R:3:mulliken_charge:R:1
Cr 0.344 0.623 0.097 0.24
N 2.209 -3.151 -0.071 0.12
C 3.421 -2.487 0.080 1.08
C 4.727 -2.932 0.119 -1.25
C 5.726 -1.969 0.280 -0.35
C 5.405 -0.618 0.392 -0.58
C 4.087 -0.170 0.353 -0.80
C 3.085 -1.120 0.201 -0.41
N 1.725 -0.968 0.138 1.36
C 1.203 -2.202 -0.058 -0.80
C -0.166 -2.399 -0.207 -0.73
C -0.961 -3.546 -0.411 -0.54
S -2.621 -3.061 -0.575 -0.30
C -2.159 -1.411 -0.356 -0.51
N -0.901 -1.217 -0.175 0.99
H 2.079 -4.129 -0.243 0.20
H 4.971 -3.984 0.024 0.38
H 6.763 -2.279 0.313 0.36
H 6.204 0.104 0.505 0.39
H 3.816 0.877 0.410 0.47
H -0.666 -4.578 -0.482 0.40
H -2.867 -0.595 -0.383 0.30
O -2.006 3.314 0.733 -0.85
C -2.131 2.539 -0.220 0.25
O -1.453 1.508 -0.515 -0.09
C -3.264 2.812 -1.207 0.17
C -3.432 2.007 -2.329 -0.23
C -4.470 2.249 -3.219 -0.63
C -5.348 3.302 -2.994 -0.35
C -5.180 4.112 -1.878 -0.52
C -4.141 3.868 -0.991 -0.33
H -2.729 1.199 -2.490 0.35
H -4.593 1.618 -4.091 0.39
H -6.158 3.492 -3.687 0.36
H -5.860 4.938 -1.702 0.37
H -3.985 4.487 -0.118 0.42
C 0.226 -0.575 -4.670 -1.10
S 0.687 0.103 -3.063 0.46
C 1.513 1.611 -3.570 -1.03
H -0.421 0.112 -5.219 0.30
H -0.322 -1.499 -4.488 0.30
H 1.105 -0.803 -5.276 0.33
H 2.421 1.394 -4.134 0.35
H 1.756 2.118 -2.635 0.24
H 0.845 2.235 -4.166 0.32
O 1.444 1.781 -0.356 -0.84
N -1.050 1.243 4.045 0.01
C -0.857 1.421 2.715 -0.94
N -0.145 0.468 2.180 0.44
C 0.174 -0.406 3.222 0.13
C 0.925 -1.581 3.256 0.40
C 1.063 -2.228 4.469 -1.02
C 0.475 -1.733 5.641 -0.30
C -0.266 -0.568 5.630 -1.20
C -0.401 0.078 4.407 0.24
H -1.552 1.870 4.645 0.20
H -1.221 2.273 2.146 0.80
H 1.388 -1.958 2.360 0.38
H 1.646 -3.138 4.516 0.42
H 0.609 -2.270 6.572 0.36
H -0.718 -0.177 6.534 0.38
```

Values from the calculation:
Charge ... -1
⟨S²⟩ ... 6.065
Strongest force on any atom ... 0.7 eV/Å
Multiplicity ... 5
Kohn-Sham gap (alpha / beta) ... 4.37 / 7.34 eV